Entry w
C4H8O2 in the gas phase. Source: the Open Molecules 2025 dataset; level of theory: ωB97M-V/def2-TZVPD.

Each line ends with the Löwdin charge.
Atoms and positions in Å:
1 C 0.71946 -0.66008 0.25476  -0.119
2 H -1.03336 2.01349 0.27956  0.092
3 C 2.10638 -0.09486 0.45540  -0.251
4 C -1.66507 -0.24857 -0.43027  -0.054
5 H -2.38469 0.51863 -0.74404  0.081
6 O 3.11948 -0.68877 0.16896  0.047
7 H 0.33757 -0.95402 1.24348  0.134
8 H 2.14144 0.91462 0.91033  0.126
9 C -0.26592 0.34187 -0.34239  -0.461
10 H 0.79254 -1.55830 -0.36651  0.129
11 O -0.26469 1.47695 0.51163  -0.045
12 H -1.96768 -0.61623 0.55629  0.088
13 H 0.08231 0.62828 -1.34946  0.147
14 H -1.71777 -1.07304 -1.14775  0.086

Spin multiplicity: 1
LUMO energy in Ha: 0.0287
Net charge: 0



Entry x
C4H8O2 in the gas phase. Source: the Open Molecules 2025 dataset; level of theory: ωB97M-V/def2-TZVPD.

Each line ends with the Löwdin charge.
Atoms and positions in Å:
1 H 0.88953 1.01825 0.42691  0.145
2 H -0.67280 0.46383 2.55019  0.120
3 C -0.91459 0.48131 -0.50981  -0.276
4 H -0.51756 1.39843 -1.03140  0.152
5 H 1.88627 -1.17448 -0.73707  0.083
6 H 0.82425 -0.75256 -2.09571  0.086
7 H -1.71719 -0.95345 2.07908  0.125
8 O 0.16373 -0.86105 1.16853  -0.106
9 C -0.91474 -0.26671 1.75677  -0.183
10 O -1.63692 0.63670 0.65583  -0.114
11 H -1.37191 -0.16184 -1.28594  0.138
12 C 1.37542 -0.35634 -1.23107  -0.033
13 H 2.13591 0.34496 -1.61028  0.088
14 C 0.47062 0.18295 -0.13602  -0.226

Spin multiplicity: 1
LUMO energy in Ha: 0.0374
Net charge: 0



According to the calculations, the structures order from most to least stable as entry w, entry x.



Entry w
2 unconnected molecules or ions with the total composition C4H8O2. Source: the Open Molecules 2025 dataset; level of theory: ωB97M-V/def2-TZVPD.

Each line ends with the Löwdin charge.
Atoms and positions in Å:
1 H -0.40674 -2.07122 -0.23900  0.147
2 H -1.59306 0.94700 1.70775  0.121
3 H 1.17960 0.38544 1.76625  0.117
4 H -0.78606 -1.03030 -1.62164  0.130
5 O -1.59841 -0.38949 0.16456  -0.133
6 H 0.50240 1.41634 0.50395  0.136
7 C -0.54808 -1.01091 -0.55394  -0.254
8 C 0.76947 -0.45261 -0.19694  0.063
9 H -1.03018 -0.69073 2.14106  0.120
10 C -1.01248 0.08867 1.36214  -0.204
11 H 0.89880 0.92033 -2.73260  0.041
12 H 1.72137 0.48412 -1.51635  -0.011
13 C 0.43541 0.41448 0.96528  -0.187
14 O 1.34580 1.27661 -1.95515  -0.085

Spin multiplicity: 1
LUMO energy in Ha: 0.0002
Net charge: 0



Entry x
C4H8O2 in the gas phase. Source: the Open Molecules 2025 dataset; level of theory: ωB97M-V/def2-TZVPD.

Each line ends with the Löwdin charge.
Atoms and positions in Å:
1 C -1.82437 0.55089 0.36650  -0.267
2 H -2.59544 0.39393 1.15803  0.121
3 C -0.89761 -0.52895 -0.08717  -0.100
4 H -1.41315 -0.85687 -1.08966  0.165
5 O -2.05376 1.57208 -0.29099  0.010
6 O 0.66083 0.06317 -1.56131  -0.058
7 H 0.89138 0.84001 -2.07322  0.098
8 H 2.51454 -0.20716 0.10312  0.063
9 C 1.60137 -0.37625 0.62400  -0.057
10 C 0.47958 0.27884 -0.17494  -0.400
11 H 0.29794 1.36507 0.14664  0.156
12 H 1.48696 -1.52122 0.86954  0.114
13 H 1.64725 -0.07776 1.66160  0.065
14 H -0.79552 -1.49578 0.34784  0.090

Spin multiplicity: 1
LUMO energy in Ha: 0.0331
Net charge: 0



According to the calculations, the structures order from most to least stable as entry x, entry w.



Entry w
C4H7FN2O in the gas phase. Source: the Open Molecules 2025 dataset; level of theory: ωB97M-V/def2-TZVPD.

Each line ends with the Löwdin charge.
Atoms and positions in Å:
1 H -0.05781 1.98529 -2.89409  0.110
2 H 0.68366 -0.84301 3.20232  0.088
3 N -0.43122 1.62547 -2.04080  -0.049
4 O -1.34406 0.61402 -2.36497  -0.054
5 C -0.38530 -0.40984 0.19274  -0.096
6 H 1.23383 -2.25055 2.27157  0.080
7 F -1.26430 -1.99098 1.57604  0.040
8 H 1.42304 2.02210 -1.33280  0.128
9 C 0.92374 -1.21132 2.19265  -0.026
10 H -1.30097 -0.50441 -0.41188  0.110
11 C 0.59123 1.30448 -1.15696  -0.227
12 H 1.72656 -0.57819 1.78527  0.077
13 N 0.64434 0.47995 -0.20168  0.060
14 C -0.23796 -1.17522 1.26310  -0.341
15 H -2.20480 0.93223 -2.08048  0.100

Spin multiplicity: 1
LUMO energy in Ha: 0.0256
Net charge: 0



Entry x
A molecular structure, C4H7FN2O. Source: the Open Molecules 2025 dataset; level of theory: ωB97M-V/def2-TZVPD.

Each line ends with the Löwdin charge.
Atoms and positions in Å:
1 H 1.61988 -1.85444 -0.38107  0.182
2 H -2.79995 -0.84283 -1.04545  0.140
3 O -2.99660 -0.69017 -0.05395  -0.086
4 F -0.27013 1.50819 -0.47341  0.017
5 C 2.30608 0.17671 0.06626  -0.371
6 H -0.53510 -1.68254 -0.11153  0.146
7 C -2.21625 0.43172 0.28425  -0.238
8 N 1.37094 -0.83497 -0.15091  0.003
9 C -0.80694 0.30842 -0.13086  -0.305
10 H 4.00206 0.95327 0.30539  0.119
11 H 1.86050 1.29402 0.71426  0.211
12 H -2.70233 1.29994 -0.19302  0.122
13 N 3.52695 -0.05134 -0.04619  0.025
14 C 0.00580 -0.70135 -0.17261  -0.117
15 H -2.36491 0.68535 1.38886  0.151

Spin multiplicity: 1
LUMO energy in Ha: 0.0258
Net charge: 0



Entry y
C4H7FN2O in the gas phase. Source: the Open Molecules 2025 dataset; level of theory: ωB97M-V/def2-TZVPD.

Each line ends with the Löwdin charge.
Atoms and positions in Å:
1 H -1.55443 -1.79098 0.42979  0.161
2 H -0.94917 0.13554 1.77625  0.189
3 N 2.58324 -0.90979 -0.48461  0.070
4 C -0.59044 -0.01523 0.65515  -0.349
5 C -1.54330 -0.81085 -0.24482  -0.196
6 N 1.13092 1.05214 -0.48466  0.105
7 H 1.61756 1.64753 -1.05742  0.106
8 H 2.15668 -1.94214 -0.10852  0.120
9 H -0.89070 1.74200 -0.56666  0.132
10 H -0.03145 2.00816 1.14180  0.140
11 C -0.18135 1.36346 0.20478  -0.086
12 H -1.03928 -1.16693 -1.22181  0.159
13 F -2.73692 -0.28580 -0.56079  -0.001
14 O 0.57417 -0.78098 0.70966  -0.017
15 C 1.45448 -0.24614 -0.18817  -0.534

Spin multiplicity: 1
LUMO energy in Ha: 0.0260
Net charge: 0



According to the calculations, the structures order from most to least stable as entry y, entry w, entry x.



Entry w
C3H4N2O2 in the gas phase. Source: the Open Molecules 2025 dataset; level of theory: ωB97M-V/def2-TZVPD.

Each line ends with the Löwdin charge.
Atoms and positions in Å:
1 C 1.66108 -0.11135 -0.17539  -0.525
2 H 0.46824 -1.66034 0.51561  0.168
3 O 2.71771 -0.55201 -0.55326  0.112
4 N -1.75641 -0.56928 0.01369  0.105
5 H -2.57274 -0.03627 -0.24686  0.093
6 C 0.00763 1.30680 0.37027  -0.023
7 C -0.55344 0.10155 0.22277  -0.357
8 N 0.48015 -0.80921 -0.02865  0.140
9 H -1.47794 -1.16931 -0.76102  0.099
10 H -0.36548 2.31125 0.50003  0.119
11 O 1.39121 1.18817 0.14280  0.068

Spin multiplicity: 1
LUMO energy in Ha: 0.0246
Net charge: 0



Entry x
C3H4N2O2 in the gas phase. Source: the Open Molecules 2025 dataset; level of theory: ωB97M-V/def2-TZVPD.

Each line ends with the Löwdin charge.
Atoms and positions in Å:
1 H -1.54055 -2.65046 0.44304  0.145
2 C 0.89089 1.53561 0.56612  -0.110
3 N -0.30421 -0.72323 0.59109  0.150
4 O -1.15816 -1.82634 -1.12374  -0.009
5 H 1.52185 0.85393 1.00407  0.048
6 C 0.02607 -0.13289 -0.74059  -0.423
7 C -1.21803 -1.66510 0.12742  -0.191
8 N -0.43244 -0.70648 -1.74953  0.200
9 H 1.58975 2.51872 0.62567  0.142
10 O 0.72825 1.03036 -0.72792  -0.051
11 H -0.10341 1.76586 0.98437  0.099

Spin multiplicity: 1
LUMO energy in Ha: 0.0219
Net charge: 0



Entry y
C3H4N2O2 in the gas phase. Source: the Open Molecules 2025 dataset; level of theory: ωB97M-V/def2-TZVPD.

Each line ends with the Löwdin charge.
Atoms and positions in Å:
1 H -2.91567 -0.00503 0.05707  0.071
2 O 2.40548 -0.74850 0.04077  0.098
3 C 0.79621 1.08932 0.01756  -0.021
4 O -0.67084 1.01344 -0.04255  -0.001
5 H 1.06993 1.68121 0.92353  0.148
6 N 0.08740 -1.08361 -0.07087  0.191
7 H 1.16548 1.57267 -0.90612  0.141
8 C -1.05208 -0.30342 -0.02169  -0.499
9 H 0.07777 -2.07328 -0.07623  0.157
10 C 1.26103 -0.36724 0.01179  -0.432
11 N -2.22473 -0.77556 0.06673  0.148

Spin multiplicity: 1
LUMO energy in Ha: 0.0247
Net charge: 0



According to the calculations, the structures order from most to least stable as entry y, entry w, entry x.



Entry w
C3H4N2O2 in the gas phase. Source: the Open Molecules 2025 dataset; level of theory: ωB97M-V/def2-TZVPD.

Each line ends with the Löwdin charge.
Atoms and positions in Å:
1 C 0.96851 1.31588 -0.57711  -0.237
2 N -0.27756 0.72092 1.09844  0.163
3 O 0.68435 1.73172 0.69058  -0.009
4 H 0.27547 -2.57862 -0.63345  0.099
5 N 0.63294 0.15837 -0.92884  0.147
6 O -0.87803 -1.19376 0.48878  0.014
7 H -1.65411 -2.90427 -0.81668  0.154
8 C -0.25922 -0.17946 0.18023  -0.552
9 C -0.71401 -2.05947 -0.62384  -0.085
10 H -0.98378 -1.35598 -1.57216  0.128
11 H 1.45255 1.91846 -1.47548  0.178

Spin multiplicity: 1
LUMO energy in Ha: 0.0304
Net charge: 0



Entry x
C3H4N2O2 in the gas phase. Source: the Open Molecules 2025 dataset; level of theory: ωB97M-V/def2-TZVPD.

Each line ends with the Löwdin charge.
Atoms and positions in Å:
1 C -1.58004 -0.48102 0.08167  -0.451
2 H 1.68214 -0.42212 1.23465  0.181
3 N 1.76295 -0.77633 0.17105  0.070
4 O -0.50985 -1.19892 -0.18627  0.081
5 H 0.98716 1.57608 -0.70294  0.181
6 C 0.20248 0.84798 -0.17831  -0.140
7 N 0.65443 -0.40563 -0.42921  -0.224
8 H 2.60306 -1.02873 -0.27936  0.091
9 H -1.91497 1.76699 0.31154  0.179
10 O -2.80985 -0.80427 -0.08376  0.017
11 C -1.07751 0.92597 0.06095  0.015

Spin multiplicity: 1
LUMO energy in Ha: 0.0138
Net charge: 0



According to the calculations, the structures order from most to least stable as entry w, entry x.



Entry w
2 unconnected molecules or ions with the total composition C4H12. Source: the Open Molecules 2025 dataset; level of theory: ωB97M-V/def2-TZVPD.

Each line ends with the Mulliken spin population.
Atoms and positions in Å:
1 H 0.47910 0.58869 -1.10941  0.201
2 H 0.31755 -0.79481 0.26282  0.060
3 H -1.33299 -0.88488 -0.18202  0.006
4 H 0.02837 2.25858 -1.99729  -0.006
5 C -0.44746 -1.55339 -0.07363  0.079
6 H -0.54265 2.26614 0.58954  0.011
7 H -1.50940 -3.25016 0.81914  0.033
8 C 0.61297 1.78206 -1.19664  0.297
9 H 1.10657 1.79377 0.83876  -0.003
10 H 1.63662 1.67653 -1.57947  0.073
11 C -0.68332 -2.56710 1.09062  0.041
12 H 0.25960 -3.08815 1.22873  -0.002
13 H 0.90969 3.35959 0.02099  0.125
14 H -1.00199 -1.94550 1.91477  0.001
15 C 0.44444 2.35883 0.18995  0.084
16 H -0.04823 -1.96497 -0.96843  0.001

Spin multiplicity: 2
Expectation value of S²: 0.75
LUMO energy (spin up / spin down) in Ha: -0.1158 / -0.4113
Net charge: +1



Entry x
2 unconnected molecules or ions with the total composition C4H12. Source: the Open Molecules 2025 dataset; level of theory: ωB97M-V/def2-TZVPD.

Each line ends with the Mulliken spin population.
Atoms and positions in Å:
1 C 1.81300 1.48682 0.06631  0.145
2 H -2.45463 -0.82689 1.40102  0.000
3 H 0.89565 0.54567 -1.51780  0.229
4 H -2.36388 -2.57296 1.06485  0.003
5 C -1.77329 -1.65357 1.17072  0.001
6 H 1.88947 2.54087 0.49183  0.180
7 H 2.90148 1.22490 -0.03926  0.098
8 H -0.66170 -0.36664 -0.22105  -0.002
9 C -0.98768 -1.40595 -0.08174  0.006
10 H -1.10878 -1.84688 1.99981  0.000
11 H 1.37112 0.79777 0.75197  0.000
12 H -0.12106 -2.05967 -0.18580  0.002
13 H -0.12133 1.71557 -0.99109  0.114
14 H 1.31624 2.37464 -1.84407  0.002
15 H -1.59121 -1.59043 -0.95683  0.002
16 C 0.99659 1.63674 -1.10888  0.220

Spin multiplicity: 2
Expectation value of S²: 0.75
LUMO energy (spin up / spin down) in Ha: -0.1264 / -0.4112
Net charge: +1



According to the calculations, the structures order from most to least stable as entry x, entry w.